A cluster of 13 separate species, C4H34NO13 in total at a distorted geometry, computed with ωB97M-V/def2-TZVPD.

As for the charge: -1. The orbital gap is 8.50 eV.

Each line ends with the Mulliken charge.
CARTESIAN COORDINATES (ANGSTROEM)
C1 -2.54955 0.52220 1.91996  -0.888
C2 -1.52089 1.66481 2.12578  -0.301
N1 -0.17478 1.15573 2.51843  -0.237
C3 0.80275 1.00889 1.44170  -1.369
C4 0.30429 0.34723 0.14168  1.889
O1 0.48411 -1.01977 0.18238  -1.389
H1 -3.46919 0.91313 1.49009  0.355
H2 -2.20327 -0.27958 1.23474  0.209
H3 -2.78519 -0.00665 2.89900  0.270
H4 -1.87093 2.35925 2.92851  0.321
H5 -1.48402 2.31936 1.15306  0.098
H6 -0.27611 0.31937 3.08433  0.442
H7 1.24000 1.99846 1.22936  0.140
H8 1.67664 0.39239 1.82779  0.498
H9 0.89289 0.67252 -0.72973  -0.723
H10 -0.76348 0.55336 -0.10012  0.029
H11 -1.32195 -3.57762 0.78085  0.299
H12 -0.93124 -3.10459 2.13449  0.504
O2 -1.44450 -3.82937 1.61256  -0.854
H13 -2.88872 -2.41911 -0.07227  0.374
H14 -3.15527 -3.17018 1.14257  0.457
O3 -3.63129 -2.69065 0.48878  -0.757
H15 -0.62996 -1.63624 -0.51803  0.537
H16 -1.02241 -2.82316 -1.55659  0.274
O4 -1.44459 -2.14306 -0.96516  -0.906
H17 -0.75703 3.53499 -2.42069  0.232
H18 -0.25579 3.18403 -0.99935  0.381
O5 -0.59278 2.77409 -1.83691  -0.608
H19 1.31633 -1.31738 -1.29625  0.368
H20 1.29399 -0.55229 -2.63848  0.566
O6 1.82502 -1.20382 -2.13324  -0.889
H21 -2.46252 0.42749 -2.23536  0.290
H22 -2.05773 -1.03592 -2.08587  0.487
O7 -2.23752 -0.29795 -2.70313  -0.826
H23 1.93145 -1.30846 0.81583  0.226
H24 3.23221 -2.17188 0.47642  0.287
O8 2.88755 -1.46712 1.02378  -0.866
H25 2.95579 1.90233 -0.87300  0.414
H26 1.93091 2.53430 -1.83243  0.341
O9 2.49088 2.74114 -1.07723  -0.799
H27 3.09461 -0.15730 -1.49426  0.428
H28 3.46919 -0.10783 -0.01613  0.419
O10 3.61669 0.31912 -0.86464  -0.804
H29 0.09634 -1.52247 1.61778  0.512
H30 0.98639 -2.04884 2.88191  0.309
O11 0.06176 -1.85251 2.60909  -0.848
H31 0.34307 3.61499 1.11810  0.382
H32 1.33860 3.60550 -0.07522  0.516
O12 0.53715 4.03068 0.24166  -0.793
H33 0.08962 1.39717 -2.70326  0.275
H34 -0.67223 0.20954 -3.22341  0.500
O13 0.21287 0.63327 -3.24645  -0.772

=====

A cluster of 13 separate species, C4H34NO13 in total at a distorted geometry, computed with ωB97M-V/def2-TZVPD.

As for the charge: -1. The orbital gap is 8.10 eV.

Each line ends with the Mulliken charge.
CARTESIAN COORDINATES (ANGSTROEM)
C1 -1.34108 -1.73814 2.58849  -0.581
C2 -2.42235 -0.60318 2.61727  -0.660
N1 -1.93852 0.78018 2.55836  -0.350
C3 -1.72327 1.36959 1.24926  -0.946
C4 -0.71229 0.69734 0.25575  0.572
O1 0.59214 0.87242 0.61857  -0.223
H1 -1.68913 -2.68041 2.93775  0.500
H2 -0.94432 -1.60708 1.58523  -0.015
H3 -0.50786 -1.39425 3.22652  0.174
H4 -2.94928 -0.74277 3.60899  0.312
H5 -3.16445 -0.79776 1.83227  0.326
H6 -1.05629 0.73842 3.05738  0.391
H7 -2.74629 1.41369 0.78926  0.320
H8 -1.35340 2.40986 1.45680  0.284
H9 -0.81827 1.16846 -0.75830  -0.437
H10 -0.90289 -0.42055 0.13563  0.145
H11 3.37861 -1.06081 2.60359  0.298
H12 2.14666 -0.65167 3.41389  0.353
O2 2.77109 -1.38880 3.28123  -0.727
H13 1.34619 -2.70245 1.03268  0.291
H14 1.88068 -3.14060 2.29197  0.380
O3 1.55492 -3.56727 1.48173  -0.732
H15 1.31827 -0.48715 0.31175  0.092
H16 2.43733 -0.99527 -0.46417  0.462
O4 1.67368 -1.40139 -0.00229  -0.654
H17 -2.16774 -1.10117 -3.24855  0.282
H18 -1.38256 0.28454 -3.42142  0.458
O5 -1.30940 -0.71358 -3.44652  -0.745
H19 1.46314 0.94647 -0.64363  0.400
H20 2.20969 0.42221 -1.93719  0.381
O6 2.10737 1.24357 -1.42936  -0.780
H21 2.34463 -2.42771 -1.87116  0.371
H22 2.84304 -3.53855 -0.89170  0.329
O7 3.05151 -3.07108 -1.70877  -0.699
H23 1.32991 2.35666 0.92947  0.202
H24 1.40392 3.81513 0.85529  0.295
O8 1.66946 3.11339 1.47740  -0.711
H25 -0.84501 2.03611 -3.07788  0.403
H26 -2.03826 2.36630 -4.04383  0.211
O9 -1.87619 1.86302 -3.23890  -0.714
H27 1.22504 2.03751 -2.18873  0.406
H28 0.29503 3.45816 -2.69683  0.294
O10 0.55915 2.55929 -2.90413  -0.776
H29 1.05255 0.38660 2.36170  0.299
H30 1.18555 1.67279 2.92105  0.439
O11 1.08723 0.76539 3.29233  -0.936
H31 -4.32811 -0.09726 -1.84423  0.312
H32 -3.22671 0.75452 -2.55422  0.337
O12 -3.85036 0.01111 -2.66954  -0.676
H33 0.76307 -0.82774 -3.97615  0.305
H34 0.41825 -1.26885 -2.59263  0.424
O13 1.18591 -1.11727 -3.16149  -0.687

=====

A cluster of 13 separate species, C4H34O12S in total at a distorted geometry, computed with ωB97M-V/def2-TZVPD.

The orbital gap is 8.15 eV.

Each line ends with the Mulliken charge.
CARTESIAN COORDINATES (ANGSTROEM)
C1 0.18502 -0.74516 1.56392  -0.615
C2 -0.89794 -0.07740 0.74943  0.545
C3 -2.04457 -1.00536 0.43705  -0.130
S1 -3.31390 -0.26116 -0.69918  -0.311
C4 -3.02795 1.47830 -1.00990  -0.283
H1 0.56359 -1.62048 1.02950  -0.274
H2 0.97295 -0.04301 1.81018  0.165
H3 -0.16909 -1.20792 2.49570  0.433
H4 -0.46108 0.29026 -0.19706  0.000
H5 -1.32830 0.83042 1.14822  -0.230
H6 -2.58417 -1.32487 1.32418  0.465
H7 -1.73276 -1.93024 -0.05611  -0.171
H8 -2.03326 1.80129 -0.72539  -0.427
H9 -3.11734 1.42747 -2.09657  0.398
H10 -3.86128 2.01737 -0.58211  0.435
H11 3.54999 2.02340 0.95338  0.315
H12 4.29850 1.84561 -0.40014  0.307
O1 4.26278 1.55145 0.51758  -0.657
H13 2.26031 -0.61646 3.24731  0.368
H14 2.69574 1.00722 3.55614  0.284
O2 2.31073 0.16941 3.81269  -0.656
H15 -1.47280 3.49831 -1.17396  0.422
H16 -0.47838 3.71947 -2.49737  0.304
O3 -0.78576 3.97575 -1.62988  -0.642
H17 1.85265 -1.20517 -1.87047  0.264
H18 0.93266 -2.02093 -2.82209  0.286
O4 1.42141 -1.19274 -2.72743  -0.601
H19 -2.34287 2.16578 2.07910  0.301
H20 -3.60612 1.48300 2.80072  0.290
O5 -3.28024 1.97371 2.03372  -0.591
H21 -0.51206 -4.80234 -1.15018  0.319
H22 -0.24855 -3.40747 -0.80114  0.268
O6 0.20924 -4.26114 -0.81526  -0.639
H23 0.16295 2.36089 3.10854  0.276
H24 -0.50680 1.29456 3.97778  0.318
O7 -0.68769 2.12318 3.51103  -0.605
H25 -0.11093 0.33327 -2.85908  0.327
H26 -1.08238 0.11574 -4.05133  0.268
O8 -0.89958 0.69138 -3.29317  -0.597
H27 3.30123 -2.76581 2.51833  0.323
H28 2.05589 -2.59708 1.70528  0.285
O9 2.35521 -2.62694 2.61614  -0.632
H29 3.75337 -0.25680 0.96964  0.322
H30 4.35409 -1.37557 0.06452  0.248
O10 3.78862 -1.21757 0.82074  -0.514
H31 -2.20127 -2.58588 -2.87924  0.274
H32 -1.72523 -1.06780 -2.73416  0.308
O11 -1.46182 -1.98332 -2.91157  -0.566
H33 2.82932 0.80510 -1.48453  0.340
H34 2.44966 1.35821 -2.87765  0.319
O12 2.92459 1.56965 -2.06600  -0.636

=====

A cluster of 13 separate species, C4H34O13 in total at a distorted geometry, computed with ωB97M-V/def2-TZVPD.

As for the charge: +1. As for the spin multiplicity: 2. The orbital gap (spin up / spin down) is 10.04 / 2.46 eV.

Each line ends with the Mulliken charge.
CARTESIAN COORDINATES (ANGSTROEM)
C1 -4.60669 -4.73930 -23.84120  -0.427
O1 -4.00113 -3.72294 -24.56300  -0.506
H1 -5.68698 -4.60250 -23.88992  0.213
H2 -4.45795 -5.73585 -24.25695  0.280
H3 -4.30297 -4.66540 -22.79698  0.299
H4 -3.31509 -3.39409 -23.97752  0.427
C2 -4.37991 -0.96353 -21.72968  0.368
O2 -5.59636 -1.19163 -21.00761  -0.666
H5 -3.51255 -0.63000 -21.16000  0.005
H6 -4.07003 -1.83845 -22.30117  -0.401
H7 -4.49849 -0.21629 -22.51433  0.454
H8 -5.98247 -0.33168 -20.82595  0.303
C3 -4.98353 -0.56977 -17.38110  -0.462
O3 -4.17101 -1.39944 -16.57268  -0.591
H9 -5.64592 -0.02313 -16.70990  0.452
H10 -4.45386 0.17783 -17.97156  0.274
H11 -5.61371 -1.21839 -17.98959  0.040
H12 -4.12597 -1.04483 -15.68171  0.315
C4 -8.57616 -2.08407 -18.40507  -0.398
O4 -9.28626 -3.16719 -18.86418  -0.519
H13 -8.12674 -1.56293 -19.25037  0.010
H14 -9.26142 -1.37745 -17.93689  0.319
H15 -7.92302 -2.41223 -17.59647  0.292
H16 -9.86524 -3.44173 -18.14933  0.313
O5 -0.72933 0.06263 -22.30520  -0.645
H17 -0.53662 0.38136 -23.18696  0.295
H18 -1.22110 -0.74665 -22.44468  0.327
O6 -1.80646 -2.96345 -22.98338  -0.659
H19 -1.02174 -3.42143 -23.28455  0.271
H20 -2.02998 -3.38914 -22.15570  0.364
O7 -4.05315 0.60933 -25.13726  -0.598
H21 -4.26731 1.48390 -25.46206  0.296
H22 -3.10746 0.63253 -24.99110  0.270
O8 -4.09448 2.17163 -20.10642  -0.635
H23 -4.93613 1.72430 -20.19452  0.385
H24 -4.27635 2.91383 -19.52998  0.261
O9 -5.92204 -1.54906 -24.68973  -0.634
H25 -5.41616 -2.35862 -24.61955  0.438
H26 -5.27291 -0.87795 -24.90060  0.256
O10 -1.81972 0.65731 -19.58655  -0.638
H27 -2.46936 1.34988 -19.70715  0.352
H28 -1.40181 0.56846 -20.44310  0.290
O11 -2.24005 -1.82698 -18.66384  -0.649
H29 -2.96686 -1.83972 -18.04109  0.337
H30 -2.08580 -0.89768 -18.83367  0.391
O12 -6.70054 1.47486 -19.98954  -0.608
H31 -6.87383 2.26968 -20.49398  0.281
H32 -7.37416 1.47058 -19.30950  0.255
O13 -7.25398 -2.76089 -22.33016  -0.338
H33 -7.23414 -2.57928 -23.26976  0.362
H34 -6.61245 -2.15733 -21.95547  0.581

=====

A cluster of 13 separate species, C4H35N2O12 in total at a distorted geometry, computed with ωB97M-V/def2-TZVPD.

As for the charge: +1. The orbital gap is 10.72 eV.

Each line ends with the Mulliken charge.
CARTESIAN COORDINATES (ANGSTROEM)
C1 -0.67322 -2.24369 3.57038  -1.322
C2 -1.09951 -0.97169 3.02152  0.059
C3 -0.47674 -0.72464 1.59089  -0.513
N1 -0.50020 0.72430 1.26839  0.290
C4 0.53574 1.47670 0.80784  0.068
N2 0.42257 2.78027 1.05751  -0.189
H1 -1.21117 -3.27078 3.21397  0.275
H2 0.46064 -2.67529 3.43621  0.254
H3 -0.75257 -2.32698 4.64079  0.376
H4 -2.20791 -0.76684 2.91410  0.219
H5 -0.75084 -0.28757 3.89045  0.223
H6 0.51813 -1.16608 1.48678  0.415
H7 -0.98762 -1.25753 0.74920  0.085
H8 -1.34303 1.26546 1.47616  -0.039
H9 1.42406 1.00676 0.48699  0.418
H10 1.20019 3.34174 0.91674  0.241
H11 -0.38667 3.12842 1.51265  0.099
H12 5.05113 -1.24516 -0.90832  0.311
H13 4.88255 0.30702 -0.90998  0.320
O1 4.98203 -0.45644 -1.45788  -0.647
H14 3.15084 0.07523 -2.25315  0.315
H15 3.46804 0.94957 -3.38589  0.303
O2 2.90623 0.23890 -3.13123  -0.649
H16 2.78299 -1.84842 -1.33427  0.199
H17 1.43706 -1.65294 -0.72753  0.200
O3 2.13471 -1.22139 -1.07107  -0.318
H18 -3.61233 0.08998 0.42780  0.271
H19 -4.62565 -0.20137 1.48956  0.234
O4 -3.80307 0.10492 1.39623  -0.507
H20 -3.85780 3.05703 -0.73158  0.301
H21 -4.04170 3.21936 -2.26158  0.253
O5 -3.47680 2.97594 -1.64645  -0.574
H22 -2.34331 -0.31803 -2.07439  0.271
H23 -2.47212 1.29566 -2.09253  0.294
O6 -2.50705 0.47749 -1.58520  -0.466
H24 1.72133 1.22423 -2.40724  0.426
H25 1.79093 2.67260 -2.74472  0.283
O7 1.53693 2.03172 -1.95446  -0.628
H26 4.19805 3.61689 1.40121  0.292
H27 4.50313 3.61333 -0.06823  0.298
O8 3.84778 3.35155 0.55157  -0.572
H28 -3.31959 2.54400 1.92844  0.307
H29 -2.93381 2.58871 3.44049  0.268
O9 -2.54770 2.71827 2.67878  -0.619
H30 -2.92608 -2.68300 -1.23934  0.266
H31 -1.70278 -2.50420 -2.22870  0.342
O10 -2.53684 -2.12494 -1.87878  -0.660
H32 1.71363 -5.19724 -0.87864  0.308
H33 0.74418 -4.10401 -1.34989  0.312
O11 0.92945 -4.77068 -0.68259  -0.596
H34 -0.20958 -1.68905 -2.58936  0.269
H35 0.79213 -2.60914 -3.21286  0.258
O12 0.17125 -2.55895 -2.54878  -0.622

=====

A cluster of 13 separate species, C4H35NO13 in total at a distorted geometry, computed with ωB97M-V/def2-TZVPD.

The orbital gap is 10.01 eV.

Each line ends with the Mulliken charge.
CARTESIAN COORDINATES (ANGSTROEM)
C1 0.16694 0.70388 0.44927  0.474
O1 -0.67276 0.38752 1.60238  -0.655
C2 1.19319 -0.32694 0.10760  -0.147
C3 2.17776 0.32796 -0.93190  -0.485
C4 3.55089 -0.18086 -0.68084  -1.250
N1 0.73135 -1.62994 -0.42813  -0.071
H1 -0.52689 0.85604 -0.39832  0.062
H2 0.53020 1.71986 0.64367  -0.289
H3 -1.61412 0.59253 1.46920  0.425
H4 1.67568 -0.60361 1.05947  0.527
H5 1.77725 0.25998 -1.93132  0.410
H6 2.06384 1.39684 -0.65093  0.349
H7 4.25051 0.15675 -1.46737  0.369
H8 3.52047 -1.26373 -0.47694  0.240
H9 4.00153 0.24751 0.23531  0.256
H10 0.02214 -1.43446 -1.14896  0.360
H11 0.10680 -1.90654 0.32533  0.100
H12 2.39499 3.95288 2.40646  0.313
H13 1.19001 3.51160 1.72342  0.379
O2 2.04062 3.94215 1.50936  -0.666
H14 -1.74031 3.19119 -1.74526  0.354
H15 -0.25496 3.60100 -1.85986  0.293
O3 -0.85832 2.85972 -2.02201  -0.654
H16 -2.35154 1.12595 -2.33082  0.403
H17 -3.03697 -0.21152 -1.73525  0.318
O4 -2.86240 0.32348 -2.51609  -0.719
H18 -3.89935 2.46224 -0.80347  0.318
H19 -3.97258 2.64533 -2.22294  0.329
O5 -3.36944 2.88812 -1.49966  -0.698
H20 2.58612 -4.26839 -1.26573  0.342
H21 1.95528 -3.84315 -0.03750  0.312
O6 1.73265 -4.37512 -0.81463  -0.695
H22 -2.44692 -2.47565 0.60345  0.378
H23 -2.30201 -1.71284 -0.61998  0.093
O7 -2.59094 -1.55423 0.31752  -0.550
H24 1.34680 -3.06196 -2.13234  0.269
H25 1.51781 -2.17446 -3.40303  0.288
O8 0.92191 -2.80332 -2.97828  -0.615
H26 3.16595 1.09041 2.66946  0.326
H27 2.29661 1.67413 3.90543  0.284
O9 3.11574 1.29859 3.60364  -0.606
H28 -1.59795 -3.04789 -2.46899  0.242
H29 -1.86899 -1.54193 -2.92705  0.296
O10 -1.99453 -2.19568 -2.23095  -0.636
H30 0.01949 -2.57852 2.61197  0.324
H31 -0.85616 -1.62912 1.71853  0.003
O11 -0.87728 -2.29035 2.42477  -0.674
H32 -0.76421 2.63666 2.37981  0.311
H33 0.36463 1.99788 3.31669  0.284
O12 0.02862 2.78575 2.89873  -0.634
H34 -3.97069 -0.42699 1.45687  0.304
H35 -2.68408 -0.89853 2.14061  0.418
O13 -3.33240 -0.20021 2.14958  -0.712

=====

Values for relative energy (zero: lowest compared OMol25 entry of this formula, charge and spin), eV, ordered as above
0.7406 1.8180 0.0000 0.0000 4.8494 3.3840
Values for electronic energy, a.u., ordered as above
-1205.78263 -1205.74304 -1473.81491 -1150.47540 -1185.46846 -1206.21527